33
Properties=species:S:1:pos:R:3 method="wB97M-V/def2-TZVPD" e_homo_ev="-8.100 / -7.849" e_tot_ev=-23072.6895
C 2.06518 -0.87328 3.24525
C 1.96765 0.50136 3.14896
C 1.52796 -1.68373 2.28984
C 1.53997 1.03316 1.92888
C 1.04605 -1.17626 1.12853
C 1.05138 0.25360 0.93512
C -0.69528 -2.29452 -2.59633
C 0.53433 -1.84373 -2.37268
C 1.88771 -1.78115 -2.99621
C -1.38039 2.75058 0.49989
C -2.08601 1.51794 -1.63370
C -1.92121 0.33153 0.68781
C -1.41485 1.40135 -0.23958
P 0.41237 0.91871 -0.71701
H 2.26406 -1.44839 4.10564
H 2.10052 1.15176 4.00031
H 1.43033 -2.75877 2.30120
H 1.75088 2.09089 1.92620
H 0.55260 -1.74885 0.31007
H -1.37059 -2.14989 -1.86879
H -0.94031 -2.82237 -3.42658
H 2.02953 -2.45064 -3.89729
H 2.67139 -2.13478 -2.38405
H 2.14186 -0.76921 -3.31860
H -2.47415 3.02863 0.57293
H -0.98309 2.61748 1.55945
H -0.71805 3.39064 -0.03094
H -1.37787 1.97503 -2.26796
H -2.94629 2.25279 -1.65655
H -2.32348 0.54872 -2.03696
H -1.36785 0.21966 1.57078
H -2.97066 0.58601 0.95411
H -2.00369 -0.63428 0.27827